ORCA calculation (wB97M-V/def2-TZVPD) on a cluster of 4 separate species, C29H55BrF8IN4O8P2 in total.

Each line ends with the Löwdin charge.
Cartesian coordinates (Å):
C: 4.39152 2.20892 0.49020  -0.111
C: 4.41351 0.68021 0.41021  -0.256
C: 4.72317 0.10625 -0.98477  -0.206
C: 3.54517 -0.53142 -1.75138  -0.235
C: 2.73243 0.42549 -2.65707  -0.237
P: 0.97545 0.94602 -2.14490  0.728
C: 1.38324 2.82987 -2.01020  -0.205
C: 0.41655 3.89434 -2.57012  -0.226
C: 0.04509 5.04678 -1.60770  -0.186
C: -1.36595 5.59705 -1.81346  -0.194
N: -2.45524 4.76860 -1.27923  0.062
C: -2.93221 5.06906 -0.02624  -0.571
C: -4.39374 4.74808 0.21229  -0.025
O: -2.22972 5.56796 0.82733  0.051
C: 0.36932 -0.87182 -2.28181  -0.213
C: -1.02293 -1.14519 -2.89469  -0.198
C: -2.10019 -1.60761 -1.89414  -0.092
C: -2.77147 -2.94564 -2.18941  -0.404
F: -2.21302 -3.63383 -3.21988  0.104
F: -2.69042 -3.78225 -1.09712  0.078
C: -4.28288 -2.84685 -2.50985  -0.597
F: -4.53539 -1.85698 -3.35504  0.178
F: -4.98874 -2.63608 -1.41769  0.179
F: -4.72956 -3.97039 -3.06375  0.164
C: 0.43892 1.19125 -3.97949  -0.201
O: 1.36657 2.06005 -4.67988  -0.005
C: 0.99576 2.49569 -5.86168  -0.761
F: 0.96033 1.52463 -6.80126  0.137
F: 1.85815 3.41223 -6.28069  0.167
F: -0.23076 3.05524 -5.89020  0.137
O: -0.71759 1.34148 -1.55502  -0.323
C: -0.78753 1.63248 -0.24435  -0.765
I: -2.75461 1.12147 0.61495  0.791
C: 0.41513 0.99418 0.52016  -0.629
P: 0.09799 -0.46185 1.68644  0.533
O: 0.98792 -1.64271 0.95920  -0.406
Br: 1.63883 0.14932 3.19990  0.289
O: 1.40389 0.78337 -0.42386  -0.330
H: 3.43479 2.61304 0.14418  0.050
H: 5.17493 2.62414 -0.15876  0.060
H: 4.61508 2.56356 1.50208  0.057
H: 5.20154 0.33890 1.09477  0.092
H: 3.46933 0.27202 0.77209  0.051
H: 5.17160 0.87884 -1.62537  0.099
H: 5.49253 -0.66812 -0.86305  0.096
H: 3.98728 -1.29274 -2.41330  0.096
H: 2.90678 -1.07738 -1.05025  0.087
H: 3.35516 1.30648 -2.85091  0.071
H: 2.61960 -0.06112 -3.63518  0.074
H: 1.57825 3.06400 -0.95554  0.068
H: 2.34222 2.96508 -2.51625  0.070
H: -0.50293 3.46130 -2.97813  0.089
H: 0.91863 4.37446 -3.42072  0.101
H: 0.18898 4.77430 -0.55712  0.103
H: 0.71101 5.89619 -1.81472  0.109
H: -1.53336 5.70190 -2.89332  0.120
H: -1.44005 6.59172 -1.35592  0.113
H: -3.19730 4.57324 -1.93493  0.126
H: -4.55600 3.66686 0.18645  0.021
H: -5.02217 5.20326 -0.56122  0.077
H: -4.66984 5.13308 1.19468  0.082
H: 0.39294 -1.27798 -1.26970  0.049
H: 1.11129 -1.45945 -2.83604  0.084
H: -1.41349 -0.26565 -3.40997  0.090
H: -0.91167 -1.90843 -3.67163  0.105
H: -1.71091 -1.68173 -0.87364  0.097
H: -2.88600 -0.84928 -1.83403  0.080
H: 0.42368 0.22439 -4.49627  0.097
H: -0.56806 1.61113 -4.04041  0.091
H: -0.79416 2.71313 -0.05492  0.051
H: 0.73505 1.78285 1.22431  0.072
H: 0.37466 -2.30975 0.61657  0.035
C: 7.78426 4.21618 2.40985  -0.008
C: 8.16578 3.06759 1.50127  -0.540
O: 7.42308 2.12565 1.31376  0.049
N: 9.38266 3.13504 0.88393  0.002
C: 10.38003 4.17636 0.98224  -0.090
H: 6.79577 4.00660 2.80701  0.081
H: 8.48959 4.31764 3.23605  0.080
H: 7.75447 5.15822 1.86083  0.083
H: 9.57195 2.34465 0.28774  0.137
H: 10.57653 4.62778 0.00735  0.080
H: 11.32241 3.78482 1.37190  0.079
H: 10.03561 4.95750 1.65253  0.067
C: -5.32105 -4.78974 1.06180  -0.005
C: -5.55644 -6.07421 1.81594  -0.535
O: -6.09608 -6.11334 2.91025  0.026
N: -5.13189 -7.22151 1.21560  0.005
C: -4.46867 -7.36650 -0.06445  -0.075
H: -5.68517 -3.95906 1.65874  0.091
H: -4.25988 -4.64124 0.86107  0.078
H: -5.85210 -4.80292 0.10939  0.083
H: -5.31415 -8.05200 1.75633  0.134
H: -5.05615 -7.99089 -0.74052  0.081
H: -3.48430 -7.82290 0.05476  0.083
H: -4.33536 -6.39494 -0.52873  0.064
C: -5.76250 -5.67742 6.03537  -0.019
C: -5.24331 -4.42377 6.69959  -0.546
O: -5.54767 -3.30842 6.31906  0.038
N: -4.40406 -4.58015 7.76739  -0.002
C: -3.93102 -5.81140 8.35742  -0.092
H: -6.39312 -5.39024 5.20239  0.063
H: -4.94703 -6.28884 5.64880  0.082
H: -6.34056 -6.27275 6.74535  0.083
H: -4.08923 -3.70798 8.16206  0.135
H: -4.22819 -5.88725 9.40615  0.078
H: -2.84201 -5.88050 8.30747  0.080
H: -4.34865 -6.65962 7.82461  0.067

Forces on the atoms, in the same order (eV/Å):
0.0 0.1 -0.4
0.4 0.1 0.2
-0.2 -0.2 -0.1
0.2 -0.1 -0.2
0.2 0.0 0.1
0.7 0.2 -0.4
0.0 0.3 0.1
0.1 0.3 -0.2
0.0 0.0 -0.1
0.2 0.0 -0.1
-0.3 0.4 -0.1
0.0 -0.2 -0.1
0.0 -0.1 0.0
0.1 0.2 0.1
-0.2 -0.3 0.3
0.0 -0.1 -0.3
-0.2 0.2 0.1
0.1 -0.1 0.2
0.0 0.1 0.0
0.0 0.0 -0.1
0.4 -0.1 -0.2
0.1 0.4 -0.5
-0.4 0.2 0.8
-0.1 -0.6 -0.2
-0.4 -0.4 0.0
0.1 0.1 0.3
-0.2 -0.3 0.0
0.0 -0.3 -0.2
0.4 0.4 -0.2
-0.2 0.2 0.0
-0.5 -0.1 0.3
0.7 0.2 -0.4
-0.3 -0.1 0.1
0.2 0.8 -0.2
0.1 0.0 -0.2
-0.3 -0.1 -0.2
0.1 -0.1 0.2
-0.3 -0.6 0.2
0.1 0.0 0.1
-0.1 -0.1 0.1
-0.2 -0.1 -0.1
-0.1 0.0 -0.1
0.1 0.0 0.0
0.0 -0.1 0.1
-0.1 0.1 0.0
-0.1 0.1 0.1
0.0 0.1 0.0
-0.1 -0.1 0.0
-0.1 0.1 0.1
-0.1 -0.2 -0.1
-0.1 0.0 0.1
0.1 -0.1 0.2
-0.2 -0.1 0.0
-0.1 0.0 -0.1
0.1 -0.2 0.2
-0.1 0.0 0.2
0.0 -0.1 -0.1
0.2 -0.2 0.0
0.1 0.1 0.0
0.1 0.0 0.1
0.0 -0.1 -0.1
0.0 0.0 -0.1
0.0 0.2 0.0
0.0 -0.1 0.2
0.0 0.1 0.1
0.0 0.0 -0.2
0.1 -0.1 0.1
0.2 0.2 0.0
0.2 0.1 0.0
-0.2 -0.1 0.0
0.0 -0.1 0.0
0.2 0.0 0.2
0.0 0.0 0.0
0.0 0.1 0.0
0.1 -0.1 0.1
0.0 0.0 0.0
0.0 -0.1 0.0
0.0 0.0 0.0
0.0 0.0 0.0
0.0 0.0 0.0
0.0 0.0 0.0
0.0 0.0 0.0
0.0 0.0 0.0
0.0 0.0 0.0
-0.1 0.1 0.1
0.1 0.0 -0.1
0.0 0.0 -0.1
0.0 0.0 0.0
0.0 -0.1 0.1
0.0 0.0 0.0
0.0 0.0 -0.1
0.0 0.0 0.0
0.0 0.0 0.0
0.0 0.0 0.0
0.0 0.0 0.0
0.0 0.0 0.0
-0.1 0.1 0.1
0.0 0.0 0.0
0.0 0.0 0.0
0.0 0.0 0.0
0.0 0.1 0.0
0.0 0.0 0.0
0.0 0.0 0.0
0.0 0.0 0.0
0.0 0.0 0.0
0.0 0.0 0.0
0.0 0.0 0.0
0.0 0.0 0.0

Output
**Largest force on an atom**: 0.0185 Eh/bohr
**Orbital gap**: 7.4 eV
**E_tot**: -171771.08059 eV
**Lowest unoccupied orbital energy**: 2.17 eV
**Highest occupied orbital energy**: -5.21 eV
**Spin multiplicity**: 1
**Net charge**: -1